[1]
{
  "formula": "C16H31Cl12N",
  "method": "ωB97M-V/def2-TZVPD",
  "fmax_ha_per_bohr": 0.035,
  "lumo_energy_ev": 0.161,
  "charge": 0,
  "orbital_gap_ev": 10.4,
  "smiles": "CCCC#N.ClCCCl.ClCCCl.ClCCCl.ClCCCl.ClCCCl.ClCCCl",
  "de_lowest_kcal_mol": 34.4,
  "elements": ["C", "C", "C", "C", "N", "H", "H", "H", "H", "H", "H", "H", "Cl", "C", "C", "Cl", "H", "H", "H", "H", "Cl", "C", "C", "Cl", "H", "H", "H", "H", "Cl", "C", "C", "Cl", "H", "H", "H", "H", "Cl", "C", "C", "Cl", "H", "H", "H", "H", "Cl", "C", "C", "Cl", "H", "H", "H", "H", "Cl", "C", "C", "Cl", "H", "H", "H", "H"],
  "xyz": [[-1.80, -5.48, -2.42], [-2.20, -4.36, -1.44], [-0.99, -3.59, -0.92], [-0.08, -4.27, -0.01], [0.63, -4.75, 0.75], [-0.96, -6.05, -2.02], [-1.29, -5.03, -3.28], [-2.65, -6.08, -2.72], [-2.60, -4.83, -0.54], [-2.95, -3.73, -1.90], [-1.38, -2.68, -0.45], [-0.36, -3.18, -1.72], [5.75, -0.07, 2.60], [4.53, 0.43, 1.41], [4.94, 0.10, -0.03], [6.37, 1.06, -0.46], [4.26, 1.47, 1.50], [3.67, -0.19, 1.69], [4.15, 0.43, -0.69], [5.18, -0.96, -0.11], [-3.05, 1.08, 6.62], [-1.52, 2.04, 6.62], [-1.50, 2.92, 5.36], [-1.36, 1.94, 3.91], [-0.66, 1.40, 6.76], [-1.58, 2.69, 7.49], [-0.60, 3.53, 5.43], [-2.37, 3.56, 5.40], [2.41, -3.42, 3.76], [2.73, -4.19, 2.21], [2.94, -3.15, 1.14], [3.56, -3.80, -0.42], [1.95, -4.90, 1.96], [3.66, -4.75, 2.35], [3.77, -2.53, 1.49], [2.07, -2.52, 0.98], [0.14, 6.99, -4.00], [0.25, 5.52, -3.02], [0.20, 5.87, -1.55], [1.79, 6.52, -1.00], [1.19, 4.99, -3.24], [-0.50, 4.81, -3.37], [0.01, 4.98, -0.94], [-0.55, 6.61, -1.29], [-3.09, -0.37, -2.27], [-3.80, 0.98, -3.19], [-4.06, 0.47, -4.60], [-4.47, 1.84, -5.68], [-3.01, 1.73, -3.23], [-4.72, 1.30, -2.72], [-4.90, -0.21, -4.60], [-3.15, -0.01, -4.95], [-0.43, 1.84, -2.05], [-0.70, 1.94, -0.28], [-0.46, 0.59, 0.35], [1.25, 0.10, 0.25], [-1.74, 2.25, -0.14], [-0.07, 2.73, 0.11], [-1.03, -0.11, -0.26], [-0.83, 0.50, 1.37]]
}

[2]
{
  "formula": "C16H31Cl2F5N3O7PS",
  "method": "ωB97M-V/def2-TZVPD",
  "fmax_ha_per_bohr": 0.038,
  "lumo_energy_ev": 0.310,
  "charge": 0,
  "orbital_gap_ev": 9.4,
  "smiles": "NC[C@@H](OCP(O)Cl)[C@@H](CCCCl)OCS(=O)(=O)C(F)(F)C(F)(F)F.CNC(C)=O.CNC(C)=O",
  "elements": ["N", "C", "C", "O", "C", "P", "O", "Cl", "C", "C", "C", "C", "Cl", "O", "C", "S", "O", "O", "C", "F", "F", "C", "F", "F", "F", "H", "H", "H", "H", "H", "H", "H", "H", "H", "H", "H", "H", "H", "H", "H", "H", "H", "C", "N", "C", "C", "O", "H", "H", "H", "H", "H", "H", "H", "C", "N", "C", "C", "O", "H", "H", "H", "H", "H", "H", "H"],
  "xyz": [[1.53, 0.55, 0.42], [0.27, -0.21, 0.61], [-0.42, -0.41, -0.72], [-1.59, -1.21, -0.50], [-1.33, -2.58, -0.43], [-2.12, -3.37, 1.07], [-2.71, -2.08, 1.84], [-0.39, -3.81, 2.16], [-0.98, 0.87, -1.35], [-1.92, 1.61, -0.42], [-1.29, 2.77, 0.36], [-1.80, 4.15, -0.06], [-0.65, 5.03, -1.10], [0.01, 1.78, -1.82], [0.89, 1.23, -2.71], [1.95, 2.63, -3.21], [2.22, 3.44, -2.06], [1.40, 3.31, -4.35], [3.57, 1.84, -3.67], [3.35, 0.54, -3.98], [4.39, 1.89, -2.59], [4.26, 2.54, -4.87], [3.66, 2.14, -6.01], [4.20, 3.87, -4.77], [5.56, 2.15, -4.90], [2.29, -0.12, 0.39], [1.70, 1.10, 1.25], [-0.36, 0.31, 1.31], [0.48, -1.19, 1.04], [0.22, -0.96, -1.39], [-0.26, -2.82, -0.40], [-1.74, -3.11, -1.28], [-2.01, -1.48, 2.11], [-1.57, 0.53, -2.21], [-2.76, 1.98, -0.99], [-2.33, 0.91, 0.29], [-0.21, 2.77, 0.31], [-1.56, 2.67, 1.40], [-2.73, 4.09, -0.60], [-1.98, 4.75, 0.82], [0.43, 0.85, -3.62], [1.56, 0.49, -2.28], [-4.33, 1.55, 5.56], [-3.72, 1.42, 4.25], [-4.26, 0.91, 3.11], [-5.68, 0.41, 3.18], [-3.61, 0.87, 2.08], [-4.36, 2.60, 5.86], [-3.76, 0.99, 6.30], [-5.35, 1.17, 5.55], [-2.77, 1.74, 4.14], [-5.96, 0.04, 2.20], [-5.76, -0.41, 3.90], [-6.36, 1.21, 3.46], [5.02, -3.89, 0.50], [3.91, -3.33, -0.25], [2.85, -3.97, -0.80], [2.78, -5.47, -0.63], [1.99, -3.35, -1.41], [5.05, -3.45, 1.50], [5.96, -3.67, -0.01], [4.91, -4.96, 0.59], [3.90, -2.33, -0.41], [1.89, -5.84, -1.12], [3.65, -5.95, -1.08], [2.73, -5.73, 0.43]]
}

[3]
{
  "formula": "C16H31Cl3N8O4PtS",
  "method": "ωB97M-V/def2-TZVPD",
  "fmax_ha_per_bohr": 0.005,
  "lumo_energy_ev": [-10.838, -14.343],
  "charge": 4,
  "orbital_gap_ev": [7.8, 5.4],
  "spin_multiplicity": 5,
  "de_lowest_kcal_mol": 1.0,
  "elements": ["Pt", "C", "O", "C", "C", "O", "C", "H", "H", "H", "H", "H", "H", "H", "H", "H", "H", "N", "C", "C", "C", "C", "N", "C", "N", "N", "C", "O", "O", "H", "H", "H", "H", "H", "H", "H", "H", "H", "H", "H", "H", "H", "H", "C", "C", "C", "N", "N", "C", "N", "S", "H", "H", "H", "H", "H", "H", "H", "Cl", "C", "Cl", "Cl", "C", "N"],
  "xyz": [[-0.14, -0.59, 1.11], [-2.35, -2.15, 2.87], [-2.18, -1.36, 1.67], [-2.82, -1.93, 0.50], [-1.86, -2.80, -0.26], [-0.72, -1.98, -0.62], [0.22, -2.69, -1.46], [-3.42, -2.26, 3.07], [-1.89, -1.60, 3.68], [-1.89, -3.14, 2.75], [-3.13, -1.08, -0.11], [-3.70, -2.49, 0.80], [-2.34, -3.17, -1.17], [-1.51, -3.66, 0.32], [0.59, -3.57, -0.94], [1.04, -2.01, -1.67], [-0.27, -2.98, -2.39], [-0.93, 0.99, -0.32], [-0.23, 2.25, -0.45], [-0.45, 3.14, -1.63], [-0.15, 2.57, -3.02], [-0.60, 3.47, -4.17], [0.23, 4.67, -4.32], [0.39, 5.35, -5.47], [1.18, 6.42, -5.48], [-0.21, 4.96, -6.59], [2.74, 1.15, -0.01], [3.25, 1.97, -0.63], [2.25, 0.30, 0.64], [-1.08, 0.54, -1.22], [-1.87, 1.16, 0.06], [0.03, 2.69, 0.50], [0.14, 4.04, -1.44], [-1.51, 3.47, -1.60], [-0.69, 1.63, -3.16], [0.92, 2.35, -3.12], [-1.65, 3.74, -4.04], [-0.51, 2.89, -5.09], [0.47, 5.17, -3.48], [1.73, 6.68, -4.69], [1.26, 7.00, -6.30], [-0.94, 4.28, -6.60], [-0.02, 5.43, -7.46], [2.17, -6.65, 3.36], [1.43, -5.80, 2.33], [1.50, -4.35, 2.56], [0.75, -3.45, 1.89], [0.97, -2.22, 2.24], [1.94, -2.11, 3.22], [2.31, -0.96, 3.69], [2.56, -3.65, 3.71], [2.08, -7.70, 3.09], [1.76, -6.53, 4.36], [3.24, -6.42, 3.38], [0.37, -6.06, 2.24], [1.84, -5.96, 1.32], [1.90, -0.10, 3.33], [3.02, -0.87, 4.41], [0.42, 3.01, 5.56], [-1.01, 2.60, 4.61], [-2.22, 1.78, 5.57], [-1.66, 4.01, 3.78], [-0.56, 1.65, 3.56], [-0.22, 0.92, 2.75]]
}

[4]
{
  "formula": "C16H31HgNP2S",
  "method": "ωB97M-V/def2-TZVPD",
  "fmax_ha_per_bohr": 0.080,
  "lumo_energy_ev": -0.607,
  "charge": 0,
  "orbital_gap_ev": 6.7,
  "de_lowest_kcal_mol": 42.5,
  "elements": ["P", "P", "C", "C", "H", "H", "H", "H", "C", "H", "H", "H", "C", "H", "H", "H", "C", "H", "H", "H", "C", "H", "H", "H", "Hg", "C", "C", "C", "C", "C", "C", "C", "C", "C", "H", "H", "H", "H", "H", "H", "H", "H", "H", "H", "H", "H", "H", "H", "H", "S", "C", "N"],
  "xyz": [[0.84, -1.44, -0.94], [1.60, 2.08, 0.24], [0.92, 0.11, -1.97], [1.89, 1.17, -1.42], [-0.09, 0.51, -2.11], [1.30, -0.16, -2.95], [2.91, 0.76, -1.37], [1.90, 2.06, -2.06], [0.09, 3.05, -0.36], [-0.36, 3.65, 0.45], [-0.69, 2.48, -0.89], [0.54, 3.76, -1.10], [2.65, 3.59, 0.31], [2.29, 4.30, -0.48], [3.76, 3.47, 0.25], [2.48, 4.06, 1.31], [0.47, -2.55, -2.49], [0.76, -3.62, -2.29], [1.09, -2.20, -3.36], [-0.61, -2.55, -2.78], [2.55, -2.05, -0.87], [3.20, -1.24, -0.55], [2.86, -2.44, -1.84], [2.53, -2.85, -0.13], [2.51, 0.84, 1.90], [-2.68, 0.58, -0.03], [-3.71, 0.49, -0.88], [-4.52, -0.80, -1.17], [-3.94, -2.09, -0.61], [-2.57, -2.54, -1.03], [-1.53, -2.45, -0.20], [-1.43, -1.54, 1.09], [-2.17, -0.21, 1.19], [3.06, -0.36, 3.54], [-2.14, 1.56, -0.10], [-4.07, 1.43, -1.42], [-4.62, -0.86, -2.29], [-5.52, -0.75, -0.70], [-3.99, -1.96, 0.48], [-4.64, -2.93, -0.80], [-2.50, -3.17, -1.92], [-0.79, -3.26, -0.28], [-0.35, -1.32, 1.39], [-1.78, -2.24, 1.88], [-2.92, -0.31, 1.99], [-1.41, 0.48, 1.58], [3.98, 0.12, 3.96], [3.30, -1.40, 3.31], [2.17, -0.26, 4.17], [3.57, 3.96, 3.95], [2.35, 2.92, 4.14], [1.44, 2.14, 4.27]]
}

Please write out number 3 again, unchanged.
{
  "formula": "C16H31Cl3N8O4PtS",
  "method": "ωB97M-V/def2-TZVPD",
  "fmax_ha_per_bohr": 0.005,
  "lumo_energy_ev": [-10.838, -14.343],
  "charge": 4,
  "orbital_gap_ev": [7.8, 5.4],
  "spin_multiplicity": 5,
  "de_lowest_kcal_mol": 1.0,
  "elements": ["Pt", "C", "O", "C", "C", "O", "C", "H", "H", "H", "H", "H", "H", "H", "H", "H", "H", "N", "C", "C", "C", "C", "N", "C", "N", "N", "C", "O", "O", "H", "H", "H", "H", "H", "H", "H", "H", "H", "H", "H", "H", "H", "H", "C", "C", "C", "N", "N", "C", "N", "S", "H", "H", "H", "H", "H", "H", "H", "Cl", "C", "Cl", "Cl", "C", "N"],
  "xyz": [[-0.14, -0.59, 1.11], [-2.35, -2.15, 2.87], [-2.18, -1.36, 1.67], [-2.82, -1.93, 0.50], [-1.86, -2.80, -0.26], [-0.72, -1.98, -0.62], [0.22, -2.69, -1.46], [-3.42, -2.26, 3.07], [-1.89, -1.60, 3.68], [-1.89, -3.14, 2.75], [-3.13, -1.08, -0.11], [-3.70, -2.49, 0.80], [-2.34, -3.17, -1.17], [-1.51, -3.66, 0.32], [0.59, -3.57, -0.94], [1.04, -2.01, -1.67], [-0.27, -2.98, -2.39], [-0.93, 0.99, -0.32], [-0.23, 2.25, -0.45], [-0.45, 3.14, -1.63], [-0.15, 2.57, -3.02], [-0.60, 3.47, -4.17], [0.23, 4.67, -4.32], [0.39, 5.35, -5.47], [1.18, 6.42, -5.48], [-0.21, 4.96, -6.59], [2.74, 1.15, -0.01], [3.25, 1.97, -0.63], [2.25, 0.30, 0.64], [-1.08, 0.54, -1.22], [-1.87, 1.16, 0.06], [0.03, 2.69, 0.50], [0.14, 4.04, -1.44], [-1.51, 3.47, -1.60], [-0.69, 1.63, -3.16], [0.92, 2.35, -3.12], [-1.65, 3.74, -4.04], [-0.51, 2.89, -5.09], [0.47, 5.17, -3.48], [1.73, 6.68, -4.69], [1.26, 7.00, -6.30], [-0.94, 4.28, -6.60], [-0.02, 5.43, -7.46], [2.17, -6.65, 3.36], [1.43, -5.80, 2.33], [1.50, -4.35, 2.56], [0.75, -3.45, 1.89], [0.97, -2.22, 2.24], [1.94, -2.11, 3.22], [2.31, -0.96, 3.69], [2.56, -3.65, 3.71], [2.08, -7.70, 3.09], [1.76, -6.53, 4.36], [3.24, -6.42, 3.38], [0.37, -6.06, 2.24], [1.84, -5.96, 1.32], [1.90, -0.10, 3.33], [3.02, -0.87, 4.41], [0.42, 3.01, 5.56], [-1.01, 2.60, 4.61], [-2.22, 1.78, 5.57], [-1.66, 4.01, 3.78], [-0.56, 1.65, 3.56], [-0.22, 0.92, 2.75]]
}